9 unconnected molecules or ions with the total composition C47H87BrN4O11, computed with ωB97M-V/def2-TZVPD.

```
150
Properties=species:S:1:pos:R:3:forces:R:3
N -2.313 -2.926 -2.816 -0.2 -0.1 -0.3
C -1.975 -3.926 -3.536 0.0 -0.1 0.0
N -2.438 -5.252 -3.395 -0.1 0.3 0.2
N -1.133 -3.740 -4.633 0.1 0.1 0.4
C 0.085 -4.556 -4.676 -0.2 -0.1 -0.2
C 0.972 -4.463 -3.430 0.1 0.0 -0.3
C 1.374 -3.025 -3.062 0.1 0.0 0.4
C 1.172 -2.723 -1.559 0.1 -0.2 -0.1
C 2.092 -1.694 -0.949 0.0 0.1 0.2
C 2.638 -1.790 0.276 -0.1 -0.1 -0.1
C 2.469 -2.931 1.242 -0.1 -0.2 0.0
C 2.243 -2.507 2.713 -0.1 0.0 0.2
N 2.891 -3.348 3.721 -0.1 0.2 -0.6
C 3.573 -0.705 0.719 0.1 -0.1 -0.1
O 4.552 -0.941 1.385 -0.1 0.0 0.1
C 3.223 0.672 0.259 -0.1 0.0 -0.1
Br 3.714 2.067 1.414 0.0 0.1 0.0
C 2.630 0.818 -0.925 0.1 0.1 0.2
C 2.218 2.088 -1.597 0.1 0.1 -0.1
C 0.733 2.069 -2.020 -0.1 -0.1 0.1
O 0.508 2.277 -3.402 0.2 0.1 -0.1
C 2.403 -0.444 -1.715 0.0 0.1 -0.1
O 2.465 -0.384 -2.923 -0.2 -0.1 0.1
H -2.985 -3.196 -2.103 0.0 0.0 0.0
H -1.714 -5.934 -3.219 0.0 0.0 -0.2
H -3.165 -5.312 -2.697 0.1 -0.1 0.1
H -0.943 -2.750 -4.711 0.1 0.0 0.1
H 0.649 -4.252 -5.561 -0.1 0.0 0.0
H -0.220 -5.593 -4.845 0.1 0.0 0.0
H 0.483 -4.972 -2.592 -0.1 0.1 0.0
H 1.876 -5.040 -3.651 -0.1 -0.1 0.1
H 2.425 -2.872 -3.303 -0.1 0.0 -0.1
H 0.801 -2.303 -3.642 0.1 0.0 0.0
H 1.307 -3.664 -1.022 0.0 0.1 0.0
H 0.135 -2.410 -1.387 0.0 0.0 -0.1
H 3.346 -3.587 1.189 0.1 0.2 0.0
H 1.617 -3.540 0.934 0.1 0.0 0.0
H 1.170 -2.525 2.920 0.1 0.1 0.0
H 2.570 -1.479 2.877 0.1 0.0 -0.1
H 2.382 -4.222 3.784 0.1 0.0 0.2
H 3.840 -3.530 3.410 0.0 -0.1 0.2
H 2.417 2.936 -0.941 0.0 -0.1 0.0
H 2.840 2.211 -2.491 -0.1 -0.1 0.0
H 0.295 1.093 -1.802 0.0 0.1 0.0
H 0.180 2.807 -1.430 0.0 0.0 0.0
H 1.010 3.050 -3.688 -0.1 -0.1 0.1
C -2.757 1.693 -6.636 0.0 -0.1 0.0
C -1.617 2.188 -5.751 -0.1 0.0 0.0
C -0.989 3.255 -6.637 0.0 0.0 0.0
O -2.049 3.803 -7.427 0.0 0.0 0.0
C -3.214 2.981 -7.304 0.0 0.0 0.0
H -3.556 1.198 -6.086 0.0 0.0 0.0
H -2.373 0.997 -7.386 0.0 0.0 0.0
H -2.013 2.634 -4.838 0.0 0.0 0.0
H -0.910 1.414 -5.463 0.0 0.0 0.0
H -0.240 2.825 -7.311 0.0 0.0 0.0
H -0.521 4.060 -6.066 0.0 0.0 0.0
H -3.956 3.508 -6.694 0.0 0.0 0.0
H -3.639 2.816 -8.296 0.0 0.1 0.0
C -2.481 7.945 -5.256 0.0 0.0 0.1
C -1.774 6.597 -5.372 0.0 0.0 -0.1
C -2.171 5.928 -4.063 0.0 0.0 0.0
O -3.468 6.427 -3.738 0.0 0.0 0.0
C -3.782 7.544 -4.572 0.0 0.0 0.0
H -2.645 8.437 -6.214 0.0 0.0 0.0
H -1.909 8.622 -4.618 0.0 0.0 0.0
H -2.167 6.033 -6.220 0.0 0.0 0.0
H -0.693 6.679 -5.491 0.0 0.0 0.0
H -1.478 6.189 -3.255 0.0 0.0 0.0
H -2.220 4.840 -4.136 0.0 0.0 0.0
H -4.536 7.239 -5.305 0.0 0.0 0.0
H -4.204 8.337 -3.952 0.0 0.0 0.0
C -1.298 -4.809 6.483 0.0 0.0 0.0
C -1.532 -5.746 5.299 0.0 0.0 0.0
C -0.805 -5.008 4.182 0.0 0.0 0.1
O 0.281 -4.319 4.801 0.0 -0.1 -0.2
C 0.123 -4.329 6.223 0.0 0.0 0.0
H -1.406 -5.293 7.452 0.0 0.0 0.0
H -1.994 -3.968 6.440 0.0 0.0 0.0
H -1.061 -6.714 5.484 0.0 0.0 0.0
H -2.584 -5.916 5.074 0.0 0.0 0.0
H -1.462 -4.277 3.698 0.0 0.0 0.0
H -0.408 -5.677 3.415 0.0 0.0 0.0
H 0.861 -5.013 6.656 0.0 0.0 0.0
H 0.314 -3.325 6.602 0.0 0.0 0.0
C 2.678 0.581 5.517 0.0 0.0 0.0
C 2.099 1.579 6.519 0.0 -0.1 0.0
C 0.627 1.187 6.521 0.0 0.0 -0.1
O 0.583 -0.217 6.268 0.0 0.0 0.0
C 1.871 -0.672 5.830 0.0 0.0 0.1
H 3.750 0.426 5.624 0.0 0.0 0.0
H 2.482 0.912 4.494 0.0 0.0 0.0
H 2.539 1.425 7.505 0.0 0.0 0.0
H 2.259 2.620 6.243 0.0 0.0 0.0
H 0.076 1.708 5.729 0.0 0.0 0.0
H 0.133 1.390 7.473 0.0 0.0 0.0
H 2.334 -1.251 6.636 0.0 0.0 0.0
H 1.746 -1.326 4.972 -0.1 -0.1 0.0
C 2.811 4.745 10.660 0.0 0.0 0.0
C 4.313 4.558 10.861 0.0 0.1 0.0
C 4.577 3.309 10.034 0.0 0.0 0.0
O 3.634 3.333 8.957 0.0 0.0 0.0
C 2.642 4.329 9.204 0.0 0.0 0.0
H 2.464 5.760 10.849 0.0 0.0 0.0
H 2.256 4.067 11.313 0.0 0.0 0.0
H 4.857 5.410 10.446 0.0 0.0 0.0
H 4.609 4.432 11.900 0.0 0.0 0.0
H 4.414 2.405 10.629 0.0 0.0 0.0
H 5.586 3.275 9.622 0.0 0.0 0.0
H 2.809 5.175 8.528 0.0 0.0 0.0
H 1.659 3.905 8.989 0.0 0.0 0.0
C 4.776 0.169 14.339 0.0 0.0 0.0
C 3.675 1.148 14.743 0.0 0.0 0.0
C 4.318 2.486 14.402 0.0 0.0 0.0
O 5.178 2.244 13.287 0.0 0.0 0.0
C 5.335 0.836 13.091 0.0 0.0 0.0
H 4.415 -0.841 14.148 0.0 0.0 0.0
H 5.540 0.118 15.118 0.0 0.0 0.0
H 2.785 0.988 14.130 0.0 0.0 0.0
H 3.386 1.077 15.790 0.0 0.0 0.0
H 4.918 2.863 15.238 0.0 0.0 0.0
H 3.592 3.252 14.126 0.0 0.0 0.0
H 4.776 0.536 12.197 0.0 0.0 0.0
H 6.391 0.622 12.925 0.0 0.0 0.0
C -2.066 0.141 -11.867 -0.1 0.0 0.0
C -2.417 0.525 -10.431 0.1 0.0 0.1
C -3.931 0.370 -10.429 0.0 0.0 0.0
O -4.221 -0.677 -11.354 0.0 0.0 -0.1
C -3.060 -0.985 -12.127 0.0 0.0 0.1
H -1.032 -0.174 -11.997 0.0 0.0 0.0
H -2.255 0.980 -12.540 0.0 0.0 0.0
H -1.966 -0.187 -9.735 0.0 0.0 0.0
H -2.094 1.527 -10.150 0.0 0.0 0.0
H -4.427 1.289 -10.760 0.0 0.0 0.0
H -4.331 0.095 -9.451 0.0 0.0 0.0
H -2.657 -1.948 -11.794 0.0 0.0 0.0
H -3.348 -1.075 -13.175 0.0 0.0 0.0
C -4.697 -3.256 -8.134 0.0 0.0 0.0
C -5.728 -2.923 -9.211 0.0 0.0 0.0
C -6.485 -4.239 -9.322 0.1 0.0 0.0
O -6.447 -4.837 -8.024 0.0 0.0 0.0
C -5.504 -4.149 -7.201 0.0 0.0 0.0
H -4.293 -2.380 -7.627 0.0 0.0 0.0
H -3.865 -3.813 -8.568 0.0 0.0 0.0
H -6.396 -2.132 -8.860 0.0 0.0 0.0
H -5.290 -2.600 -10.153 0.0 0.0 0.0
H -6.001 -4.914 -10.037 0.0 0.0 0.0
H -7.527 -4.112 -9.621 0.0 0.0 0.0
H -6.047 -3.555 -6.457 0.0 0.0 0.0
H -4.893 -4.884 -6.674 0.0 0.0 0.0
```
Forces are in eV/Å.

- Multiplicity: 1
- HOMO: -9.014 eV
- Net charge: 0
- E_tot: -5463.56362 hartree
- Structure (SMILES): [H]/N=C(\N)NCCCCC1=C(CCN)C(=O)C(Br)=C(CCO)C1=O.C1CCOC1.C1CCOC1.C1CCOC1.C1CCOC1.C1CCOC1.C1CCOC1.C1CCOC1.C1CCOC1

These are the Mulliken partial charges, in e, on atoms 1 to 99: N -0.700; C 0.457; N -0.484; N -0.094; C -1.356; C -0.609; C -0.331; C -0.998; C 0.619; C 0.661; C -0.818; C -0.478; N -0.469; C 0.173; O -0.572; C -0.282; Br -0.186; C 0.614; C -1.167; C -0.635; O -0.296; C 0.259; O -0.602; H 0.197; H 0.230; H 0.269; H 0.296; H 0.385; H 0.426; H 0.311; H 0.469; H 0.548; H 0.264; H 0.380; H 0.225; H 0.292; H 0.251; H 0.345; H 0.153; H 0.184; H 0.288; H 0.468; H 0.362; H 0.317; H 0.364; H 0.254; C -0.258; C -0.232; C -0.407; O -0.475; C -0.403; H 0.386; H -0.052; H 0.049; H 0.370; H 0.341; H 0.117; H 0.287; H 0.231; C -0.643; C -0.187; C -0.010; O -0.432; C -0.469; H 0.348; H 0.280; H -0.001; H 0.419; H 0.231; H -0.075; H 0.269; H 0.291; C -0.601; C -0.614; C -0.480; O -0.234; C -0.268; H 0.374; H 0.265; H 0.277; H 0.344; H 0.298; H 0.285; H 0.275; H 0.071; C -0.429; C -0.266; C -0.549; O -0.418; C 0.586; H 0.437; H 0.076; H 0.109; H 0.349; H 0.266; H 0.270; H 0.200; H -0.583; C -0.619